# 1
ORCA calculation (ωB97M-V with the def2-TZVPD basis set) on a molecular structure, H2O3Si.

```
! RIJCOSX wB97M-V def2-TZVPD def2/J DEFGRID3
* xyz 0 1
O 0.068 0.503 -1.593
O 0.625 1.098 -0.420
O -0.568 -0.692 -0.891
Si 0.034 -0.112 0.580
H 0.910 -1.150 0.995
H -1.070 0.352 1.330
*
```

Properties
- LUMO (eV) = -0.30
- HOMO (eV) = -9.95
- frontier orbital gap (Ha) = 0.355
- E (eV) = -14047.670
- energy relative to the best compared isomer or geometry (same formula, charge and spin) (eV) = 6.820

***

# 2
ORCA calculation (ωB97M-V with the def2-TZVPD basis set) on 2 unconnected molecules or ions with the total composition C5H10N2O.

```
! RIJCOSX wB97M-V def2-TZVPD def2/J DEFGRID3
* xyz 0 1
C 0.273 -0.607 -0.428
N 1.124 -1.084 -1.508
C 0.967 -0.768 0.900
O -0.954 -1.300 -0.460
H -0.752 -2.226 -0.635
H 0.779 -0.755 -2.404
H 2.089 -0.798 -1.402
H 1.859 -0.150 0.975
H 1.204 -1.809 1.093
C -0.067 0.907 -0.729
C -1.403 1.536 1.134
C -0.953 1.109 2.182
N -0.818 1.242 -1.709
H -1.557 0.552 -1.867
H 0.767 1.572 -0.515
H -2.194 1.855 0.509
H -0.612 1.074 3.183
H 0.247 -0.349 1.680
*
```

Properties
- LUMO (eV) = 0.73
- HOMO (eV) = -9.28
- frontier orbital gap (Ha) = 0.368
- E (eV) = -10371.002
- energy relative to the best compared isomer or geometry (same formula, charge and spin) (eV) = 4.303

***

# 3
ORCA calculation (ωB97M-V with the def2-TZVPD basis set) on 2 unconnected molecules or ions with the total composition C4H12.

```
! RIJCOSX wB97M-V def2-TZVPD def2/J DEFGRID3
* xyz 0 1
C 2.074 0.856 -0.246
C 0.999 1.461 -1.123
H 3.081 1.198 -0.488
H 1.994 1.043 0.826
H 2.147 -0.220 -0.403
H 0.012 1.457 -0.688
H 1.162 2.532 -1.267
H 0.989 0.975 -2.095
C -1.580 -1.919 0.702
C -1.510 -0.367 0.680
H -1.636 -2.370 -0.292
H -0.653 -2.356 1.074
H -2.497 -2.197 1.213
H -1.607 -0.024 -0.343
H -2.351 0.006 1.266
H -0.621 0.002 1.183
*
```

Properties
- LUMO (eV) = 1.18
- HOMO (eV) = -11.46
- frontier orbital gap (Ha) = 0.465
- E (eV) = -4342.171
- energy relative to the best compared isomer or geometry (same formula, charge and spin) (eV) = 0.357

***

# 4
ORCA calculation (ωB97M-V with the def2-TZVPD basis set) on 2 unconnected molecules or ions with the total composition C2H8O4P.

```
! RIJCOSX wB97M-V def2-TZVPD def2/J DEFGRID3
* xyz 1 1
C -2.150 -0.532 -1.334
C 2.628 1.189 -0.591
O -1.167 0.080 2.481
O -0.201 -1.917 1.227
O -1.822 -0.256 0.067
O 1.746 1.391 0.311
P -0.611 -0.375 1.091
H -1.448 -0.206 -2.136
H -3.189 -0.257 -1.306
H -2.013 -1.669 -1.431
H 3.536 0.462 -0.309
H 3.366 2.036 -0.723
H 2.299 1.270 -1.649
H -1.562 0.974 2.690
H 0.587 -2.190 1.611
*
```

Properties
- LUMO (spin up / spin down) (eV) = -6.98 / -5.23
- HOMO (spin up / spin down) (eV) = -14.32 / -13.82
- frontier orbital gap (spin up / spin down) (Ha) = 0.270 / 0.316
- E (eV) = -19672.197
- energy relative to the best compared isomer or geometry (same formula, charge and spin) (eV) = 5.442

***

# 5
ORCA calculation (ωB97M-V with the def2-TZVPD basis set) on a molecular structure, C34H43AsMnN2P2S.

```
! RIJCOSX wB97M-V def2-TZVPD def2/J DEFGRID3
* xyz 2 4
Mn -0.137 0.088 -0.174
S 1.622 -0.548 1.212
C 1.097 -1.717 2.441
C 2.079 -2.225 3.290
C 1.727 -3.119 4.290
C 0.404 -3.517 4.446
C -0.569 -3.015 3.601
C -0.224 -2.109 2.600
As -1.524 -1.285 1.440
C -2.467 -0.134 2.668
C -1.802 0.367 3.778
C -2.453 1.262 4.620
C -3.758 1.650 4.347
C -4.420 1.141 3.235
C -3.774 0.255 2.390
C -2.782 -2.730 1.154
C -3.731 -3.023 2.128
C -4.538 -4.144 1.981
C -4.407 -4.966 0.869
C -3.471 -4.663 -0.112
C -2.663 -3.546 0.033
H 3.111 -1.915 3.165
H 2.492 -3.507 4.952
H 0.132 -4.217 5.226
H -1.597 -3.327 3.726
H -0.792 0.046 4.007
H -1.940 1.650 5.491
H -4.264 2.345 5.007
H -5.439 1.443 3.023
H -4.292 -0.136 1.525
H -3.850 -2.389 2.993
H -5.272 -4.372 2.743
H -5.039 -5.839 0.763
H -3.373 -5.294 -0.986
H -1.948 -3.311 -0.744
C -3.321 -0.547 -1.652
P -1.593 -0.125 -2.012
C -1.727 1.329 -3.096
C -1.054 -1.471 -3.148
C 0.465 -1.538 -3.182
P 1.098 -1.444 -1.455
C 2.893 -1.337 -1.728
C 0.882 -3.146 -0.864
H -3.789 -0.847 -2.588
H -3.824 0.330 -1.254
H -3.400 -1.362 -0.940
H -2.576 1.164 -3.756
H -0.831 1.459 -3.703
H -1.900 2.220 -2.497
H -1.477 -1.285 -4.134
H -1.483 -2.404 -2.780
H 0.869 -0.687 -3.736
H 0.831 -2.444 -3.665
H 3.177 -2.160 -2.384
H 3.427 -1.414 -0.786
H 3.159 -0.411 -2.220
H 1.501 -3.806 -1.473
H -0.152 -3.455 -0.954
H 1.181 -3.224 0.178
N -2.456 2.158 0.119
C -1.612 1.369 0.024
C 3.383 1.673 -4.087
N 3.102 2.265 -2.743
C 3.835 3.564 -2.578
C 1.601 2.360 -2.503
C 1.286 2.822 -1.119
C 1.494 4.183 -0.849
C 1.338 4.696 0.418
C 0.959 3.831 1.439
C 0.684 2.510 1.157
C 0.800 1.953 -0.138
H 4.455 1.550 -4.212
H 3.003 2.353 -4.844
H 2.885 0.711 -4.172
H 3.460 1.641 -2.028
H 3.417 4.287 -3.273
H 4.883 3.393 -2.810
H 3.730 3.913 -1.559
H 1.212 1.361 -2.682
H 1.230 3.035 -3.274
H 1.776 4.850 -1.661
H 1.501 5.750 0.609
H 0.829 4.199 2.450
H 0.313 1.918 1.976
*
```

Properties
- LUMO (spin up / spin down) (eV) = -6.36 / -6.19
- HOMO (spin up / spin down) (eV) = -12.83 / -13.00
- frontier orbital gap (spin up / spin down) (Ha) = 0.238 / 0.250
- E (eV) = -160493.217
- energy relative to the best compared isomer or geometry (same formula, charge and spin) (eV) = 2.155

***

# 6
ORCA calculation (ωB97M-V with the def2-TZVPD basis set) on C24H30FN5O2 in the gas phase.

```
! RIJCOSX wB97M-V def2-TZVPD def2/J DEFGRID3
* xyz 0 1
C -4.612 5.143 2.793
C -3.998 5.038 1.434
N -3.477 3.867 1.087
C -2.941 3.719 -0.124
C -3.009 4.775 -1.062
N -3.506 5.943 -0.693
C -3.965 6.100 0.539
H -4.344 7.081 0.789
C -2.631 4.665 -2.507
H -1.577 4.898 -2.661
H -3.211 5.397 -3.064
H -2.838 3.668 -2.888
N -2.444 2.464 -0.418
C -2.724 1.406 0.532
H -3.707 1.582 0.966
C -2.700 0.067 -0.214
N -1.416 -0.125 -0.846
C -0.489 -1.079 -0.611
O 0.560 -1.101 -1.232
C -0.807 -2.129 0.455
C 0.121 -3.352 0.288
N 1.305 -3.312 1.111
C 1.226 -3.011 2.425
O 2.180 -3.040 3.178
C -0.166 -2.579 2.845
C -0.645 -1.517 1.857
H 0.101 -0.719 1.823
H -1.584 -1.082 2.203
H -0.113 -2.178 3.857
H -0.843 -3.436 2.844
C 2.589 -3.635 0.529
H 3.204 -4.079 1.317
H 2.447 -4.369 -0.268
C 3.285 -2.380 -0.022
C 4.534 -2.764 -0.755
C 4.516 -2.921 -2.134
C 5.670 -3.317 -2.783
C 6.848 -3.568 -2.106
C 6.858 -3.411 -0.730
C 5.713 -3.015 -0.062
H 5.731 -2.895 1.011
H 7.767 -3.600 -0.179
H 7.728 -3.874 -2.649
F 5.644 -3.465 -4.128
H 3.619 -2.730 -2.702
H 3.523 -1.727 0.819
H 2.595 -1.859 -0.688
H -0.452 -4.259 0.523
H 0.439 -3.408 -0.754
H -1.832 -2.482 0.312
C -1.107 0.954 -1.765
C -1.136 2.287 -1.016
H -0.911 3.102 -1.696
H -0.363 2.268 -0.231
H -0.118 0.768 -2.185
H -1.851 0.963 -2.568
H -2.935 -0.742 0.471
H -3.465 0.092 -1.000
H -1.982 1.394 1.343
H -4.419 4.232 3.352
H -5.687 5.288 2.707
H -4.198 5.995 3.330
*
```

Properties
- LUMO (eV) = 0.48
- HOMO (eV) = -8.42
- frontier orbital gap (Ha) = 0.327
- E (eV) = -39639.485
- energy relative to the best compared isomer or geometry (same formula, charge and spin) (eV) = 0.000

***

# 7
ORCA calculation (ωB97M-V with the def2-TZVPD basis set) on a gas-phase ion, C4H12N4 (charge +2).

```
! RIJCOSX wB97M-V def2-TZVPD def2/J DEFGRID3
* xyz 2 1
C -0.605 0.477 -0.198
C 1.594 1.195 -0.093
C 2.244 -1.149 0.644
C -2.077 0.549 -0.201
N 0.166 -0.720 -0.282
N 0.204 1.506 -0.023
N 1.543 -0.291 -0.295
N -2.717 -0.890 -0.119
H 2.123 1.621 -0.932
H 2.149 1.455 0.799
H 1.503 -1.248 1.524
H 2.511 -2.142 0.160
H 3.136 -0.568 1.053
H -2.492 0.923 -1.159
H -2.573 1.135 0.562
H 0.073 2.481 0.093
H 1.938 -0.639 -1.195
H -2.359 -1.670 0.469
H -2.672 -1.331 -1.007
H -3.690 -0.693 0.201
*
```

Properties
- LUMO (eV) = -7.38
- HOMO (eV) = -17.76
- frontier orbital gap (Ha) = 0.381
- E (eV) = -10284.135
- energy relative to the best compared isomer or geometry (same formula, charge and spin) (eV) = 1.763

***

# 8
ORCA calculation (ωB97M-V with the def2-TZVPD basis set) on 2 unconnected molecules or ions with the total composition C3H7ClNO.

```
! RIJCOSX wB97M-V def2-TZVPD def2/J DEFGRID3
* xyz -1 1
Cl -2.445 -2.279 -1.525
C -1.437 1.160 0.455
C 0.030 0.842 0.407
O 0.873 1.615 0.790
N 0.380 -0.381 0.031
C 1.740 -0.839 -0.260
H -1.716 1.486 -0.547
H -1.520 1.979 1.169
H -1.953 0.231 0.699
H -0.374 -0.928 -0.360
H 1.897 -1.149 -1.293
H 2.040 -1.644 0.411
H 2.484 -0.095 0.024
*
```

Properties
- LUMO (eV) = 3.70
- HOMO (eV) = -4.15
- frontier orbital gap (Ha) = 0.288
- E (eV) = -19287.366
- energy relative to the best compared isomer or geometry (same formula, charge and spin) (eV) = 0.415